This record from the OMol25 dataset describes 2 unconnected molecules or ions with the total composition H5NO at a distorted geometry. The level of theory is ωB97M-V/def2-TZVPD.

ORCA input file:
```
! wB97M-V def2-TZVPD RIJCOSX def2/J DEFGRID3
* xyz 0 1
N 1.63525 -0.11680 -0.00555
H 2.11138 -0.87391 0.44899
H 1.95621 0.09655 -0.90998
H 0.66835 0.03756 0.20265
H -2.28479 0.88226 0.60684
H -1.80666 0.00767 -0.59509
O -2.27974 -0.03333 0.25213
*
```

Output
- SMILES string: N.O
- Energy: -132.9792 a.u.
- HOMO level: -9.568 eV